[1]
Density functional theory data (ωB97M-V/def2-TZVPD) for an isolated ion of composition C4H10NOS and charge -1.

Last column: Löwdin charge in e.
Positions of all 17 atoms, in Å:
C -1.290 0.831 0.362  -0.129
C -0.301 0.169 -0.628  -0.496
C 1.075 0.789 -0.211  -0.575
S 1.069 2.593 -0.517  0.644
N -0.015 -1.324 -0.662  -0.068
C 0.364 -1.806 0.747  -0.464
O -0.497 -1.461 1.833  -0.407
H -1.193 1.949 0.414  0.031
H -0.831 0.388 1.258  0.037
H -2.226 0.288 0.016  0.086
H -0.485 0.355 -1.718  0.109
H 1.873 0.131 -0.675  0.088
H 1.300 0.769 0.840  0.043
H 0.349 2.343 -1.657  -0.126
H -0.952 -1.761 -0.846  0.090
H 1.417 -1.381 0.880  0.078
H 0.343 -2.872 0.563  0.058

Computed properties:
**Total energy**: -686.52771 Eh
**Multiplicity**: 1
**HOMO energy**: -0.1002 Ha
**Net charge**: -1

---

[2]
Density functional theory data (ωB97M-V/def2-TZVPD) for an isolated ion of composition C4H10NOS and charge +1.

Last column: Löwdin charge in e.
Positions of all 17 atoms, in Å:
C 1.913 -0.575 0.877  -0.102
S 0.225 -0.225 1.070  0.882
O -0.231 -0.475 2.378  -0.260
N -0.042 1.332 0.399  -0.159
C -1.005 1.216 -0.645  -0.291
C -0.631 -0.036 -1.395  -0.211
C -0.681 -1.063 -0.288  -0.192
H 1.959 -1.534 0.609  0.027
H 2.337 -0.369 1.844  0.089
H 2.273 0.212 0.076  0.146
H -0.468 2.027 1.331  0.265
H -0.818 1.968 -1.459  0.151
H -2.122 1.147 -0.425  0.160
H -1.183 -0.431 -2.173  0.112
H 0.374 0.058 -1.797  0.127
H -1.672 -1.171 0.095  0.108
H -0.227 -2.082 -0.497  0.148

Computed properties:
**Total energy**: -686.23309 Eh
**Multiplicity**: 1
**HOMO energy**: -0.5592 Ha
**Net charge**: +1

---

Question: net charge of number 2 (C4H10NOS)?
Answer: +1

---

Question: Which formula does entry 1 have?
Answer: C4H10NOS

---

Question: Look up the HOMO energy of the first one.
Answer: -0.1002 Ha

---

Question: What is the formula in the first record?
Answer: C4H10NOS